Version a
# C17H17NO6S

An isolated molecule of C17H17NO6S (ωB97M-V/def2-TZVPD, the OMol25 dataset).

Bonds (Å) are listed after each position.
CARTESIAN COORDINATES (ANGSTROEM)
1 O 2.34690 1.56210 0.88570  C2 1.200
2 C 1.32337 1.40752 0.27902  O1 1.200, O3 1.321, C4 1.542
3 O 0.14243 1.64862 0.81930  C2 1.321, H26 0.994
4 C 1.33992 0.92549 -1.18608  C2 1.542, C5 1.543, N12 1.460, H27 1.096
5 C 0.85162 2.04118 -2.13279  C4 1.543, C6 1.504, H28 1.091, H29 1.093
6 C 1.66708 3.28642 -1.91527  C5 1.504, C7 1.388, C11 1.389
7 C 1.20880 4.29261 -1.07547  C6 1.388, C8 1.383, H30 1.080
8 C 1.98018 5.41717 -0.84233  C7 1.383, C9 1.384, H31 1.080
9 C 3.21891 5.54793 -1.44554  C8 1.384, C10 1.384, H32 1.080
10 C 3.68250 4.55008 -2.28537  C9 1.384, C11 1.383, H33 1.080
11 C 2.91103 3.42570 -2.51681  C6 1.389, C10 1.383, H34 1.081
12 N 0.61093 -0.33045 -1.33525  C4 1.460, S13 1.675, H35 1.008
13 S -1.05816 -0.46493 -1.35641  N12 1.675, O14 1.432, O15 1.447, C16 1.779
14 O -1.46602 -0.92408 -2.64948  S13 1.432
15 O -1.62887 0.77215 -0.87013  S13 1.447
16 C -1.32075 -1.75568 -0.16006  S13 1.779, C17 1.383, C21 1.380
17 C -1.70721 -3.00839 -0.60021  C16 1.383, C18 1.381, H36 1.077
18 C -1.86969 -4.02654 0.31871  C17 1.381, C19 1.392, H37 1.078
19 C -1.65399 -3.78998 1.67300  C18 1.392, C20 1.405, O25 1.362
20 C -1.30612 -2.50121 2.11120  C19 1.405, C21 1.390, O22 1.362
21 C -1.12456 -1.48686 1.17896  C16 1.380, C20 1.390, H38 1.077
22 O -1.14462 -2.20677 3.43123  C20 1.362, C23 1.413
23 C -1.66528 -3.19114 4.30038  O22 1.413, C24 1.527, H39 1.090, H40 1.098
24 C -1.25245 -4.58164 3.82386  C23 1.527, O25 1.414, H41 1.091, H42 1.098
25 O -1.78527 -4.83338 2.53860  C19 1.362, C24 1.414
26 H -0.61440 1.44966 0.20629  O3 0.994
27 H 2.39241 0.71077 -1.40355  C4 1.096
28 H -0.20488 2.23928 -1.94890  C5 1.091
29 H 0.95729 1.68653 -3.16135  C5 1.093
30 H 0.24305 4.19524 -0.60113  C7 1.080
31 H 1.61364 6.19189 -0.18543  C8 1.080
32 H 3.82191 6.42468 -1.26168  C9 1.080
33 H 4.64812 4.64663 -2.75970  C10 1.080
34 H 3.27648 2.64888 -3.17382  C11 1.081
35 H 0.97546 -0.90629 -2.07726  N12 1.008
36 H -1.87208 -3.16452 -1.65319  C17 1.077
37 H -2.15652 -5.01989 0.01432  C18 1.078
38 H -0.84297 -0.50629 1.52444  C21 1.077
39 H -1.26241 -2.97266 5.28977  C23 1.090
40 H -2.76116 -3.12536 4.32385  C23 1.098
41 H -1.64456 -5.36158 4.47749  C24 1.091
42 H -0.15693 -4.64328 3.78930  C24 1.098

The HOMO-LUMO gap comes out at 9.47 eV. As for the spin multiplicity: 1. Its SMILES is O=C(O)[C@H](Cc1ccccc1)NS(=O)(=O)c1ccc2c(c1)OCCO2. Its HOMO energy is -9.0 eV. The value obtained for the LUMO energy is 0.50 eV.

***

Version b
# C17H17NO6S

An isolated molecule of C17H17NO6S (ωB97M-V/def2-TZVPD, the OMol25 dataset).

Bonds (Å) are listed after each position.
CARTESIAN COORDINATES (ANGSTROEM)
1 O -0.25782 4.65431 -0.25462  C2 1.201
2 C 0.93512 4.53936 -0.18418  O1 1.201, O3 1.339, C4 1.508
3 O 1.77599 5.31401 -0.88029  C2 1.339, H26 0.970
4 C 1.68049 3.52880 0.65111  C2 1.508, C5 1.525, H27 1.093, H28 1.091
5 C 0.74096 2.78072 1.59086  C4 1.525, C6 1.529, H29 1.090, H30 1.091
6 C 1.43820 1.61944 2.30070  C5 1.529, N7 1.451, C23 1.547, H31 1.097
7 N 0.46502 0.78948 2.98508  C6 1.451, S8 1.663, H32 1.006
8 S 0.71007 -0.85506 3.01635  N7 1.663, O9 1.427, O10 1.450, C11 1.776
9 O -0.08121 -1.37806 4.08262  S8 1.427
10 O 2.13817 -1.10712 3.01965  S8 1.450
11 C 0.05098 -1.33503 1.43804  S8 1.776, C12 1.382, C22 1.381
12 C -1.32045 -1.31853 1.26848  C11 1.382, C13 1.382, H33 1.078
13 C -1.85280 -1.66089 0.04035  C12 1.382, C14 1.396, H34 1.079
14 C -1.01749 -2.01337 -1.02159  C13 1.396, C15 1.470, C21 1.395
15 C -1.58563 -2.38497 -2.32591  C14 1.470, C16 1.393, C20 1.393
16 C -2.71094 -3.20315 -2.39934  C15 1.393, C17 1.382, H35 1.080
17 C -3.23932 -3.56093 -3.62572  C16 1.382, C18 1.385, H36 1.080
18 C -2.65880 -3.09982 -4.79559  C17 1.385, C19 1.385, H37 1.080
19 C -1.54315 -2.28158 -4.73312  C18 1.385, C20 1.382, H38 1.080
20 C -1.00654 -1.92998 -3.50849  C15 1.393, C19 1.382, H39 1.080
21 C 0.36352 -2.01757 -0.82513  C14 1.395, C22 1.383, H40 1.079
22 C 0.89932 -1.68079 0.40479  C11 1.381, C21 1.383, H41 1.079
23 C 2.52136 2.11205 3.28970  C6 1.547, O24 1.200, O25 1.321
24 O 2.70926 3.27647 3.51102  C23 1.200
25 O 3.20933 1.15625 3.88916  C23 1.321, H42 0.992
26 H 1.28374 5.96281 -1.40798  O3 0.970
27 H 2.17979 2.84073 -0.03567  C4 1.093
28 H 2.45308 4.05173 1.21618  C4 1.091
29 H 0.35996 3.47625 2.33929  C5 1.090
30 H -0.10814 2.39041 1.02769  C5 1.091
31 H 1.92208 0.96558 1.56476  C6 1.097
32 H 0.06153 1.17829 3.82116  N7 1.006
33 H -1.94593 -1.04719 2.10341  C12 1.078
34 H -2.92168 -1.64028 -0.10782  C13 1.079
35 H -3.15589 -3.58009 -1.49032  C16 1.080
36 H -4.10669 -4.20274 -3.66935  C17 1.080
37 H -3.07432 -3.37723 -5.75262  C18 1.080
38 H -1.08974 -1.91582 -5.64245  C19 1.080
39 H -0.14676 -1.27772 -3.46476  C20 1.080
40 H 1.01632 -2.30864 -1.63405  C21 1.079
41 H 1.96332 -1.69978 0.58200  C22 1.079
42 H 2.94566 0.23965 3.61660  O25 0.992

The HOMO-LUMO gap comes out at 9.22 eV. As for the spin multiplicity: 1. Its SMILES is O=C(O)CC[C@H](NS(=O)(=O)c1ccc(-c2ccccc2)cc1)C(=O)O. Its HOMO energy is -9.3 eV. The value obtained for the LUMO energy is -0.11 eV.

***

version b wins, 143.0 kJ/mol ahead of the next structure.

***

Version a
# C2H13N2O2

A cluster of 3 separate species, C2H13N2O2 in total (ωB97M-V/def2-TZVPD, the OMol25 dataset).

Bonds (Å) are listed after each position.
CARTESIAN COORDINATES (ANGSTROEM)
1 C 0.53882 1.75340 -0.44413  N2 1.464, C3 1.567, H5 1.079, H6 1.086
2 N -0.57955 1.23521 0.34651  C1 1.464, H7 1.012, H8 1.014
3 C 0.82862 0.80255 -1.65538  C1 1.567, N4 1.477, H9 1.084, H10 1.089
4 N -0.11336 -0.33388 -1.61404  C3 1.477, H11 1.041, H12 1.018, H13 1.026
5 H 1.41531 1.78059 0.18422  C1 1.079
6 H 0.37618 2.75966 -0.81755  C1 1.086
7 H -0.28904 0.99040 1.28470  N2 1.012
8 H -1.32886 1.91529 0.40672  N2 1.014
9 H 1.86298 0.48257 -1.60933  C3 1.084
10 H 0.68908 1.39321 -2.55941  C3 1.089
11 H -0.81636 -0.09069 -0.88547  N4 1.041
12 H -0.50482 -0.52379 -2.53427  N4 1.018
13 H 0.34077 -1.20965 -1.33289  N4 1.026
14 H -1.43601 -2.12169 3.00030  O16 0.966
15 H -0.81360 -0.79714 3.49848  O16 0.963
16 O -1.07285 -1.27633 2.70439  H14 0.966, H15 0.963
17 H 0.49130 -2.96249 0.39161  O19 0.968
18 H -0.11128 -1.80026 1.17764  O19 0.979
19 O 0.52266 -1.99694 0.45791  H17 0.968, H18 0.979

The HOMO-LUMO gap comes out at 11.49 eV. As for the spin multiplicity: 1. Its HOMO energy is -14.3 eV. Its total charge is +1. The value obtained for the LUMO energy is -2.85 eV.

***

Version b
# C2H13N2O2

A cluster of 3 separate species, C2H13N2O2 in total (ωB97M-V/def2-TZVPD, the OMol25 dataset).

Bonds (Å) are listed after each position.
CARTESIAN COORDINATES (ANGSTROEM)
1 N 0.27643 1.13535 0.69061  C2 1.538, H5 1.077, H6 1.083, H7 0.982
2 C 0.82703 0.62270 -0.65126  N1 1.538, C3 1.538, H8 1.140, H9 1.117
3 C 0.64846 -0.90059 -0.76452  C2 1.538, N4 1.498, H10 1.117, H11 1.181
4 N 1.21301 -1.34601 -2.07860  C3 1.498, H12 1.123, H13 1.054
5 H 0.09036 0.35393 1.40843  N1 1.077
6 H -0.69518 1.55690 0.46329  N1 1.083
7 H 0.83804 1.78793 1.16272  N1 0.982
8 H 1.86037 1.07453 -0.81661  C2 1.140
9 H 0.21869 1.23826 -1.35781  C2 1.117
10 H -0.44095 -1.11272 -0.88707  C3 1.117
11 H 0.94352 -1.53350 0.18759  C3 1.181
12 H 1.18384 -2.45607 -2.24375  N4 1.123
13 H 2.19140 -0.95753 -2.01698  N4 1.054
14 H -0.04694 -0.89013 3.14058  O16 0.921
15 H -0.93112 -2.00923 2.87907  O16 0.998
16 O -0.50495 -1.23308 2.41833  H14 0.921, H15 0.998
17 H -3.21356 1.84190 -0.19427  O19 0.994
18 H -2.21734 1.17707 -1.06990  O19 0.930
19 O -2.24111 1.65028 -0.26984  H17 0.994, H18 0.930

The HOMO-LUMO gap comes out at 9.93 eV. As for the spin multiplicity: 1. Its HOMO energy is -13.0 eV. Its total charge is +1. The value obtained for the LUMO energy is -3.08 eV.

***

version a wins, 127.2 kJ/mol ahead of the next structure.

***

Version a
# C6H12N3O2

The ion C6H12N3O2 with charge +1 (ωB97M-V/def2-TZVPD, the OMol25 dataset).

Bonds (Å) are listed after each position.
CARTESIAN COORDINATES (ANGSTROEM)
1 C -1.53760 -0.46483 -1.50734  C3 1.490, N8 1.190
2 C 1.08403 -0.51092 0.03699  C4 1.478, N7 1.282, O11 1.398
3 C -0.40965 -1.43736 -1.54139  C1 1.490, C4 1.507, H12 1.170, H13 1.069
4 C 1.01278 -0.97119 -1.36583  C2 1.478, C3 1.507, H14 1.095, H15 1.198
5 C -0.41664 1.27127 -0.06234  N7 1.336, N9 1.725, O10 1.317
6 C 1.39512 -1.22651 2.26293  O11 1.447, H16 1.095, H17 1.054, H18 1.063
7 N 0.53412 0.53953 0.52521  C2 1.282, C5 1.336
8 N -2.61373 -0.17819 -1.92794  C1 1.190, H19 1.105
9 N -0.90700 2.23177 1.28367  C5 1.725, H20 1.025, H21 1.011, H22 0.956
10 O -0.16380 1.99557 -1.13254  C5 1.317, H23 0.978
11 O 1.85142 -1.30771 0.89245  C2 1.398, C6 1.447
12 H -0.76604 -2.10387 -0.64787  C3 1.170
13 H -0.58902 -1.85475 -2.50892  C3 1.069
14 H 1.36629 -0.26521 -2.12463  C4 1.095
15 H 1.78795 -1.88053 -1.44883  C4 1.198
16 H 0.31046 -1.12356 2.15233  C6 1.095
17 H 1.63058 -0.46246 2.94977  C6 1.054
18 H 1.60995 -2.19586 2.64173  C6 1.063
19 H -3.40849 0.58735 -1.86725  N8 1.105
20 H -0.03116 2.73430 1.46071  N9 1.025
21 H -0.84750 1.56815 2.04450  N9 1.011
22 H -1.66100 2.80865 1.17271  N9 0.956
23 H 0.76893 2.24637 -1.28811  O10 0.978

The HOMO-LUMO gap (alpha / beta) comes out at 7.35 / 7.34 eV. As for the spin multiplicity: 1. Its HOMO energy (alpha / beta) is -10.9 / -10.9 eV. Its total charge is +1. The value obtained for the LUMO energy (alpha / beta) is -3.52 / -3.53 eV.

***

Version b
# C6H12N3O2

The ion C6H12N3O2 with charge +1 (ωB97M-V/def2-TZVPD, the OMol25 dataset).

Bonds (Å) are listed after each position.
CARTESIAN COORDINATES (ANGSTROEM)
1 C 0.97463 -0.00364 -0.04737  C2 1.315, C3 1.396, C6 1.551
2 C 1.02412 -1.17176 -0.64998  C1 1.315, O11 1.217
3 C -0.06074 0.88031 0.26299  C1 1.396, N7 1.366, O10 1.419
4 C -3.60097 0.33304 -0.36674  N8 1.382, H12 1.080, H13 1.069, H14 1.083
5 C 0.12566 -3.11707 0.44641  O11 1.500, H15 1.187, H16 1.007, H17 1.170
6 C 2.40127 0.55803 0.18676  C1 1.551, N9 1.485, H18 1.079, H19 1.107
7 N -1.39989 0.87912 -0.00436  C3 1.366, N8 1.241, H20 1.018
8 N -2.24453 0.07522 -0.43011  C4 1.382, N7 1.241
9 N 2.52968 1.81902 -0.58652  C6 1.485, H22 0.970, H23 1.068
10 O 0.31157 2.16162 0.74446  C3 1.419, H21 0.982
11 O 0.83048 -2.37346 -0.64874  C2 1.217, C5 1.500
12 H -4.08426 -0.49333 -0.86738  C4 1.080
13 H -3.91946 0.36241 0.65322  C4 1.069
14 H -3.93931 1.20269 -0.91704  C4 1.083
15 H 0.74064 -4.10657 0.67266  C5 1.187
16 H -0.78639 -3.38354 0.11361  C5 1.007
17 H -0.00969 -2.46834 1.41063  C5 1.170
18 H 3.08652 -0.24053 -0.05099  C6 1.079
19 H 2.60687 0.80971 1.24462  C6 1.107
20 H -1.79686 1.68484 0.47516  N7 1.018
21 H 1.00875 2.58112 0.19467  O10 0.982
22 H 3.27299 2.35669 -0.27292  N9 0.970
23 H 2.92891 1.65443 -1.56305  N9 1.068

The HOMO-LUMO gap (alpha / beta) comes out at 7.20 / 7.09 eV. As for the spin multiplicity: 1. Its HOMO energy (alpha / beta) is -11.8 / -11.8 eV. Its total charge is +1. The value obtained for the LUMO energy (alpha / beta) is -4.57 / -4.73 eV.

***

version a wins, 145.2 kJ/mol ahead of the next structure.

***

Version a
# C2H5NOS2

A cluster of 2 separate species, C2H5NOS2 in total (ωB97M-V/def2-TZVPD, the OMol25 dataset).

Bonds (Å) are listed after each position.
CARTESIAN COORDINATES (ANGSTROEM)
1 N 2.89142 -0.65130 0.42504  C2 1.218, H4 1.011
2 C 2.36964 0.43767 0.26624  N1 1.218, O3 1.147
3 O 2.13724 1.52362 -0.02030  C2 1.147
4 H 2.64063 -1.55318 0.04403  N1 1.011
5 S -2.34577 0.22373 0.69716  C6 1.883, H8 1.293
6 C -0.56673 0.24730 0.07941  S5 1.883, S7 1.829, H9 1.052, H10 1.080
7 S -0.22765 -1.34156 -0.75986  C6 1.829, H11 1.308
8 H -2.17997 -0.69882 1.58844  S5 1.293
9 H -0.53647 1.05605 -0.59328  C6 1.052
10 H 0.02124 0.27194 0.98544  C6 1.080
11 H -1.02948 -1.02971 -1.74473  S7 1.308

The HOMO-LUMO gap comes out at 9.59 eV. As for the spin multiplicity: 1. Its SMILES is N=C=O.SCS. Its HOMO energy is -9.0 eV. The value obtained for the LUMO energy is 0.58 eV.

***

Version b
# C2H5NOS2

A cluster of 2 separate species, C2H5NOS2 in total (ωB97M-V/def2-TZVPD, the OMol25 dataset).

Bonds (Å) are listed after each position.
CARTESIAN COORDINATES (ANGSTROEM)
1 C -0.44664 0.19526 1.53915  N3 1.273, O4 1.174
2 C 0.16924 -0.94059 -0.88758  S5 1.764, S6 1.776, H7 1.083
3 N 0.53090 0.99823 1.39351  C1 1.273, H8 1.060, H9 1.017
4 O -1.38785 -0.25613 2.07723  C1 1.174
5 S 1.43917 0.19937 -1.33484  C2 1.764, H10 1.333
6 S -1.28672 -0.94722 -1.90466  C2 1.776, H11 1.338
7 H 0.58420 -1.92439 -0.70856  C2 1.083
8 H 1.10354 0.92945 0.50470  N3 1.060
9 H 0.83816 1.67352 2.08975  N3 1.017
10 H 0.61614 1.09843 -1.87478  S5 1.333
11 H -2.16015 -1.02592 -0.89391  S6 1.338

The HOMO-LUMO gap (alpha / beta) comes out at 6.83 / 7.43 eV. As for the spin multiplicity: 1. Its HOMO energy (alpha / beta) is -6.9 / -7.3 eV. The value obtained for the LUMO energy (alpha / beta) is -0.09 / 0.16 eV.

***

version a wins, 229.8 kJ/mol ahead of the next structure.